Molecular formula: C53H49BMnN4O3SSbSi
Method: DFT, ωB97M-V/def2-TZVPD

The calculation puts the orbital gap (alpha / beta) at 7.133 / 7.575 eV. Its spin multiplicity is 4. As for the net charge: +1. For the HOMO energy (alpha / beta), the calculation gives -9.98 / -10.56 eV. The calculation puts the energy above the lowest of the compared OMol25 structures with the same formula, charge and spin at 0.0 kcal/mol.

XYZ file:
```
114
Properties=species:S:1:pos:R:3:forces:R:3:lowdin_charge:R:1
Mn -0.184146 -0.050726 0.399720 -1.07 -0.90 0.55 0.321
N 1.734564 -0.900300 4.204262 -0.02 -0.02 0.04 0.084
C 1.318011 -0.490422 2.985734 0.10 -0.05 0.12 -0.798
S -0.359189 -0.810726 2.555562 0.03 0.06 -0.07 0.718
N 2.150597 0.128443 2.208920 -0.24 0.07 -0.14 0.020
N 1.603196 0.360480 0.964619 0.11 0.34 0.26 -0.139
C 1.292212 1.587821 0.646850 0.80 0.52 -0.20 -0.087
C 0.865612 1.850437 -0.742301 0.32 0.29 0.07 -0.245
C 0.995077 3.068055 -1.397195 -0.01 -0.07 0.00 0.007
C 0.614786 3.124491 -2.721346 -0.08 -0.05 -0.07 -0.020
C 0.082093 1.993814 -3.341534 0.04 0.03 0.03 -0.018
C -0.081735 0.842862 -2.603428 0.03 -0.09 0.03 -0.080
N 0.302468 0.781358 -1.324422 -0.10 0.35 -0.22 0.009
H 1.061097 -1.224128 4.873706 0.01 0.02 -0.01 0.085
H 2.642047 -0.611056 4.527631 -0.01 -0.02 -0.01 0.106
H 1.463757 2.407844 1.342155 -0.07 -0.01 -0.05 0.140
H 1.392167 3.925862 -0.878089 0.05 0.07 0.04 0.125
H 0.729529 4.043346 -3.278744 0.00 0.03 -0.03 0.122
H -0.214890 2.013638 -4.378553 -0.02 0.01 -0.05 0.117
H -0.522185 -0.056854 -3.017588 -0.02 0.02 -0.01 0.118
C 1.286705 -6.469564 2.037786 -0.02 -0.01 0.03 -0.075
C 2.083018 -6.180319 0.940320 0.02 0.02 -0.03 -0.073
C 1.845591 -5.038061 0.187154 -0.02 -0.04 0.02 -0.122
C 0.805422 -4.182786 0.535619 -0.07 -0.06 0.09 -0.363
C 0.018276 -4.467466 1.649833 -0.01 0.01 0.04 -0.144
C 0.256025 -5.612159 2.396400 0.03 0.00 -0.02 -0.076
Sb 0.317816 -2.501344 -0.630782 0.20 -0.08 -0.47 1.608
C -0.872605 -3.396776 -2.141906 -0.02 0.00 0.01 -0.361
C -2.044948 -2.782164 -2.567221 0.01 0.14 -0.18 -0.140
C -2.830474 -3.359152 -3.556723 0.05 0.01 0.00 -0.065
C -2.443733 -4.561015 -4.127668 0.05 0.02 0.02 -0.082
C -1.274082 -5.182588 -3.710027 -0.02 0.00 -0.04 -0.075
C -0.492917 -4.605247 -2.721332 -0.03 -0.03 0.03 -0.116
C 2.110604 -2.247614 -1.735125 0.04 -0.04 0.01 -0.379
C 2.117071 -2.230937 -3.126269 0.00 -0.05 -0.02 -0.130
C 3.286380 -1.947772 -3.820279 0.01 0.01 0.02 -0.080
C 4.456337 -1.677729 -3.127263 0.01 0.00 -0.01 -0.080
C 4.458043 -1.689853 -1.739431 -0.01 0.01 -0.02 -0.077
C 3.289634 -1.967554 -1.046241 -0.02 0.03 0.03 -0.138
H 1.474780 -7.360947 2.620141 0.01 -0.03 0.02 0.107
H 2.892381 -6.843978 0.668404 0.03 -0.02 -0.01 0.108
H 2.478092 -4.817413 -0.663773 0.01 0.02 -0.04 0.097
H -0.767413 -3.784976 1.954693 -0.02 -0.01 -0.03 0.072
H -0.355173 -5.829451 3.261823 -0.02 -0.01 0.02 0.107
H -2.365980 -1.845886 -2.117211 0.07 -0.08 -0.12 0.086
H -3.745439 -2.876184 -3.871204 -0.05 0.03 -0.01 0.110
H -3.053519 -5.017497 -4.894247 -0.03 -0.03 -0.04 0.110
H -0.972341 -6.121658 -4.152932 0.01 -0.04 -0.02 0.111
H 0.410784 -5.108568 -2.400578 0.05 0.00 0.03 0.101
H 1.214373 -2.459554 -3.680677 -0.03 0.00 -0.01 0.091
H 3.284612 -1.947077 -4.901518 -0.01 0.00 -0.05 0.105
H 5.367828 -1.461352 -3.667287 0.03 0.00 -0.02 0.106
H 5.369139 -1.482306 -1.195987 0.04 0.01 0.02 0.107
H 3.306319 -1.960986 0.038421 -0.01 -0.01 0.02 0.097
O -2.348000 0.579954 0.241102 -0.33 -0.21 0.14 -0.042
Si -3.196144 2.092378 0.383968 0.20 -0.12 0.11 0.712
C -4.094855 2.315893 -1.223386 -0.06 0.03 -0.02 -0.213
C -3.923908 1.433135 -2.290610 0.02 0.03 -0.04 -0.079
C -4.589461 1.619131 -3.492888 0.03 0.01 0.03 -0.067
C -5.446408 2.697435 -3.647754 -0.04 0.02 -0.02 -0.070
C -5.624369 3.594460 -2.605109 0.02 -0.03 0.00 -0.066
C -4.950048 3.406705 -1.408535 0.03 -0.03 -0.07 -0.092
C -1.992661 3.479830 0.650043 0.10 -0.01 -0.01 -0.217
C -1.334744 3.608915 1.879949 0.05 -0.02 -0.05 -0.086
C -0.544301 4.714122 2.154387 -0.05 -0.03 -0.04 -0.073
C -0.432403 5.731743 1.214829 0.08 0.05 0.03 -0.074
C -1.089261 5.632465 -0.001283 0.02 -0.08 -0.04 -0.080
C -1.850618 4.506334 -0.286725 0.02 0.00 0.04 -0.092
C -4.209080 1.880226 1.925830 -0.14 -0.01 -0.07 -0.214
C -3.783324 1.021340 2.942205 0.05 0.01 0.05 -0.089
C -4.516009 0.878073 4.111309 0.00 0.03 -0.04 -0.062
C -5.691275 1.592815 4.282696 -0.02 -0.01 0.03 -0.071
C -6.127665 2.454243 3.287517 0.02 0.00 -0.02 -0.068
C -5.392048 2.595952 2.120830 0.00 -0.06 0.07 -0.068
H -3.256054 0.585048 -2.196200 0.02 -0.04 0.02 0.089
H -4.443050 0.921893 -4.306401 0.01 -0.03 -0.03 0.106
H -5.973215 2.841175 -4.581089 -0.01 0.01 -0.03 0.109
H -6.283840 4.441804 -2.725391 -0.04 0.04 0.00 0.109
H -5.083276 4.138450 -0.623245 -0.02 0.05 0.10 0.102
H -1.454195 2.843722 2.638193 -0.01 -0.05 0.05 0.107
H -0.045049 4.799127 3.109539 0.03 0.00 0.04 0.110
H 0.157680 6.610764 1.440293 0.00 0.00 0.00 0.109
H -1.011229 6.431155 -0.725903 0.00 0.04 -0.03 0.109
H -2.354845 4.436708 -1.242124 -0.03 0.00 -0.04 0.101
H -2.858496 0.461571 2.844626 0.00 -0.01 -0.03 0.057
H -4.167789 0.209276 4.885687 0.02 -0.04 0.04 0.109
H -6.267507 1.478777 5.191018 -0.01 0.00 0.01 0.108
H -7.044137 3.012921 3.418032 -0.03 0.02 0.00 0.108
H -5.761697 3.266936 1.358980 -0.02 0.05 -0.10 0.092
C -4.400824 -6.823728 1.011356 0.04 0.01 -0.02 -0.036
C -4.776732 -6.238858 -0.356256 -0.04 0.01 -0.02 -0.551
C -6.138580 -6.796722 -0.770909 0.04 -0.05 0.03 -0.064
C -3.741939 -6.681475 -1.399358 -0.05 -0.03 -0.01 -0.040
C -4.791686 -4.714509 -0.249747 0.05 0.02 0.07 -0.147
C -5.968149 -3.968674 -0.322778 0.05 0.07 -0.08 -0.004
C -5.996263 -2.574259 -0.219961 0.07 -0.06 -0.03 0.042
C -4.789750 -1.953524 -0.030259 0.00 -0.05 0.00 -0.157
O -4.498959 -0.599476 0.064090 0.08 -0.01 0.06 0.228
B -3.131405 -0.561076 0.227113 0.19 0.30 -0.16 -0.907
O -2.555072 -1.814811 0.256661 -0.10 -0.06 0.21 0.097
C -3.620977 -2.684347 0.072500 -0.08 -0.11 0.15 -0.178
C -3.576938 -4.047215 -0.036163 -0.20 0.01 0.06 0.061
H -4.355561 -7.911449 0.954412 -0.01 -0.06 0.00 0.089
H -5.135478 -6.550502 1.768175 -0.05 0.02 0.03 0.092
H -3.426540 -6.463170 1.343327 0.05 0.01 0.00 0.077
H -6.062405 -7.877673 -0.889078 0.00 -0.03 0.00 0.089
H -6.473336 -6.380149 -1.721347 0.00 0.01 -0.05 0.090
H -6.905867 -6.605553 -0.020858 -0.02 0.02 0.04 0.085
H -3.707142 -7.771126 -1.445113 -0.02 -0.03 0.00 0.090
H -2.735727 -6.334599 -1.165814 0.03 0.03 0.02 0.071
H -4.005134 -6.307754 -2.389965 0.00 0.02 0.00 0.082
H -6.905469 -4.475997 -0.484619 -0.06 -0.02 0.00 0.103
H -6.917391 -2.017341 -0.297873 -0.05 0.03 0.01 0.127
H -2.636169 -4.573789 0.028302 0.06 -0.04 0.03 0.118
```
Forces are in eV/Å.